Entry 1:
Density functional theory data (ωB97M-V with the def2-TZVPD basis set) for a structure of composition C2H4FO3S2.

```
12
Properties=species:S:1:pos:R:3
C -0.294 0.750 -0.080
C -0.107 -1.934 -0.733
O -1.708 -3.388 0.231
O -2.170 -2.831 -2.027
O -0.378 -4.479 -1.569
F 1.827 -1.379 -1.706
S -1.123 -0.674 -1.004
S -1.151 -3.319 -1.127
H 0.734 0.582 -0.405
H -0.685 0.500 0.979
H -0.662 1.545 -0.519
H 0.680 -1.998 0.073
```

Computed properties:
total charge	-1
energy above the lowest of the compared OMol25 structures with the same formula, charge and spin	1.114	eV
E_HOMO (spin up / spin down)	-5.8842 / -5.8847	eV
orbital gap (spin up / spin down)	8.86 / 8.86	eV

=====

Entry 2:
Density functional theory data (ωB97M-V with the def2-TZVPD basis set) for a cluster of 2 separate species, C2H4FPS in total.

```
9
Properties=species:S:1:pos:R:3
C 1.321 0.521 0.893
C -0.949 -0.888 -1.244
F 1.997 -0.551 0.593
P 1.491 1.568 2.111
S -1.051 0.315 0.087
H 0.090 -1.052 -1.149
H -1.356 -0.324 -2.127
H -1.704 -1.702 -1.238
H 0.161 2.111 2.074
```

Computed properties:
energy above the lowest of the compared OMol25 structures with the same formula, charge and spin	3.101	eV
E_HOMO (spin up / spin down)	-8.6379 / -8.6381	eV
orbital gap (spin up / spin down)	7.59 / 7.60	eV